Record 1
{
  "formula": "C12H15BO10",
  "method": "wB97M-V/def2-TZVPD",
  "de_lowest_kcal_mol": 76.2,
  "energy_ev": -33836.2079,
  "lumo_ev": 3.54,
  "homo_ev": 0.52,
  "largest_force_ha_per_bohr": 0.196,
  "orbital_gap_ev": 3.021,
  "charge": -2,
  "elements": ["C", "O", "C", "C", "C", "C", "O", "C", "O", "O", "B", "O", "O", "H", "H", "H", "H", "H", "H", "H", "H", "H", "H", "H", "H", "H", "C", "C", "C", "O", "C", "C", "C", "O", "O", "O", "H", "H"],
  "xyz": [[-4.245278, -0.053090, -0.142082], [-4.141187, -0.049635, -1.575992], [-4.789495, -1.179822, -2.173558], [-3.846792, -2.454365, -2.402403], [-2.313205, -2.196670, -2.088744], [-1.464657, -3.556765, -1.906254], [-0.072302, -3.206647, -2.071727], [0.458116, -2.605540, -0.916333], [1.183662, -3.288273, -0.216992], [0.171583, -1.311780, -0.492168], [1.344134, -0.439605, -0.485238], [1.839438, -0.019349, 0.793670], [2.003543, 0.062922, -1.643799], [-5.120810, -0.645374, 0.261894], [-4.347611, 0.999181, 0.291458], [-3.308453, -0.482362, 0.357315], [-5.184748, -0.818628, -3.183881], [-5.705463, -1.544557, -1.603918], [-4.258359, -3.310656, -1.768823], [-3.926676, -2.733656, -3.502032], [-1.792009, -1.503804, -2.814362], [-2.261424, -1.681222, -1.074790], [-1.717298, -3.935864, -0.863110], [-1.828795, -4.333215, -2.646061], [1.063429, 0.442007, 1.183580], [1.377722, 0.714897, -2.032295], [2.914841, 3.035107, 3.079728], [3.457721, 2.014494, 2.335317], [4.932985, 2.233784, 1.969388], [5.621441, 1.400814, 1.367288], [5.557699, 3.500762, 2.348065], [5.011131, 4.526973, 3.080443], [3.567276, 4.260292, 3.537810], [2.925420, 5.026541, 4.267890], [5.551330, 5.619253, 3.406450], [2.888176, 0.953574, 1.940287], [1.876606, 2.961282, 3.394199], [6.578312, 3.598993, 1.989778]],
  "atomic_forces_ev_per_a": [[0.6, 0.2, 1.5], [-1.2, -0.8, 1.0], [-0.3, -0.5, -1.1], [0.3, 0.1, -0.4], [-0.3, -0.3, 1.3], [-1.9, 1.6, 0.0], [-0.8, 0.7, 1.1], [1.4, -1.2, 2.2], [-1.0, 0.9, -1.4], [0.2, -1.4, -2.7], [1.9, 1.5, 2.6], [-6.0, -3.7, -7.2], [-2.0, -0.6, 0.5], [0.8, 0.5, -0.7], [0.1, -1.2, -1.0], [-1.1, 0.4, -0.8], [0.7, -0.4, 1.3], [1.1, 0.8, -0.4], [0.7, 1.0, -0.8], [-0.1, 0.1, 1.3], [-0.8, -0.9, 0.6], [0.0, -0.5, -1.4], [0.7, 0.2, -1.2], [1.1, 0.9, 0.6], [1.2, -0.5, 0.6], [0.8, -0.6, 0.1], [-0.3, 1.3, 0.6], [0.6, -1.0, -0.4], [1.4, 1.5, 0.3], [-0.5, -0.6, -0.1], [0.2, -1.2, -0.7], [-0.4, 0.9, 0.6], [-1.4, -1.4, -0.3], [0.5, 0.6, 0.1], [0.0, -0.3, -0.2], [3.7, 4.0, 4.6], [-0.1, -0.1, 0.1], [0.1, 0.1, 0.1]]
}


Record 2
{
  "formula": "C23H44NO3",
  "method": "wB97M-V/def2-TZVPD",
  "de_lowest_kcal_mol": 2.6,
  "energy_ev": -32192.2406,
  "lumo_ev": -2.22,
  "homo_ev": -12.59,
  "largest_force_ha_per_bohr": 0.022,
  "orbital_gap_ev": 10.371,
  "smiles": "CCCCCCCOC(=O)C[N+](C)(C)CCO[C@H]1C[C@H]2CC[C@]1(C)C2(C)C",
  "charge": 1,
  "elements": ["C", "C", "C", "C", "C", "C", "C", "H", "H", "O", "C", "O", "C", "N", "C", "H", "H", "H", "C", "H", "H", "H", "C", "H", "H", "C", "O", "C", "H", "C", "H", "H", "C", "H", "C", "H", "H", "C", "H", "H", "C", "C", "H", "H", "H", "C", "C", "H", "H", "H", "C", "H", "H", "H", "H", "H", "H", "H", "H", "H", "H", "H", "H", "H", "H", "H", "H", "H", "H", "H", "H"],
  "xyz": [[-5.796283, 0.037983, -2.598116], [-4.886892, -1.175055, -2.758256], [-4.417391, -1.392155, -4.198134], [-3.625369, -0.231474, -4.806128], [-2.405868, 0.211212, -3.997206], [-1.355769, -0.888270, -3.849168], [-0.130713, -0.412757, -3.076120], [0.638062, -1.186886, -3.044589], [0.276095, 0.506488, -3.506279], [-0.481656, -0.168511, -1.699209], [-0.644885, 1.067172, -1.296665], [-0.439245, 2.072260, -1.925657], [-1.151919, 1.056427, 0.156582], [-1.042202, 2.359127, 0.851207], [-1.981955, 3.330607, 0.254992], [-3.006715, 2.992604, 0.399183], [-1.783219, 3.431740, -0.810828], [-1.862579, 4.301674, 0.731386], [-1.404256, 2.153989, 2.269269], [-1.455009, 3.113204, 2.780888], [-2.375163, 1.667776, 2.342634], [-0.646264, 1.533660, 2.745027], [0.344286, 2.916022, 0.771788], [0.447899, 3.634420, 1.586029], [0.455521, 3.435546, -0.181179], [1.466446, 1.871438, 0.856209], [1.235215, 0.969425, 1.907065], [2.390362, 0.377753, 2.503067], [3.102537, 1.187041, 2.710305], [1.937869, -0.343347, 3.788109], [2.367028, 0.110634, 4.678483], [0.852666, -0.298843, 3.879179], [2.429134, -1.778867, 3.579225], [2.492613, -2.353980, 4.499938], [1.529272, -2.412398, 2.511483], [1.692947, -3.486340, 2.450104], [0.474670, -2.253684, 2.736526], [1.964803, -1.694117, 1.219483], [2.341631, -2.389368, 0.471316], [1.144257, -1.142953, 0.759371], [3.083339, -0.745548, 1.686934], [4.005208, -0.271862, 0.577653], [4.682218, 0.499152, 0.938783], [3.445838, 0.127000, -0.266119], [4.600488, -1.105955, 0.215450], [3.754788, -1.569316, 2.822820], [4.406625, -2.873457, 2.361917], [5.357391, -2.665956, 1.876713], [3.793699, -3.442544, 1.673380], [4.606737, -3.497942, 3.229566], [4.819665, -0.818469, 3.623029], [5.154577, -1.444610, 4.446762], [5.680078, -0.611061, 2.991163], [4.472304, 0.120256, 4.039354], [2.406646, 2.416533, 1.013129], [1.552222, 1.338514, -0.100709], [-0.584868, 0.307331, 0.715479], [-2.200579, 0.747739, 0.137369], [-1.024036, -1.213628, -4.835348], [-1.779543, -1.748184, -3.329845], [-1.950670, 1.070155, -4.496263], [-2.731799, 0.543946, -3.008964], [-4.285927, 0.628305, -4.926965], [-3.296087, -0.528887, -5.803548], [-3.816512, -2.302818, -4.235717], [-5.294256, -1.560948, -4.826050], [-5.434073, -2.066754, -2.445154], [-4.023359, -1.080602, -2.094302], [-6.639222, -0.032332, -3.280510], [-5.264775, 0.963491, -2.807974], [-6.186078, 0.089259, -1.583346]],
  "atomic_forces_ev_per_a": [[0.2, -0.2, 0.1], [-0.1, 0.0, -0.2], [0.1, 0.1, 0.1], [0.0, 0.0, 0.2], [0.0, -0.2, -0.2], [0.1, 0.4, 0.4], [0.1, -0.2, -0.8], [-0.1, 0.1, 0.1], [0.0, -0.2, 0.1], [-0.2, -0.2, 0.4], [-0.1, 0.4, 0.5], [0.0, 0.0, -0.1], [0.1, -0.9, -0.7], [0.0, 0.0, -0.2], [-0.6, 0.7, -0.5], [0.1, -0.1, 0.1], [0.1, -0.1, 0.2], [0.1, -0.1, 0.1], [-0.2, -0.3, 1.0], [0.0, 0.1, -0.2], [0.0, 0.0, -0.2], [-0.1, 0.1, -0.1], [1.1, 0.1, 0.0], [-0.2, 0.0, 0.0], [-0.1, 0.0, 0.1], [-0.1, 0.0, -0.1], [-0.2, 0.2, 0.0], [0.3, -0.2, 0.2], [-0.1, 0.0, 0.0], [0.1, 0.0, 0.0], [0.0, 0.1, 0.0], [0.0, 0.0, 0.0], [-0.1, 0.0, 0.1], [0.1, -0.1, 0.1], [-0.1, -0.1, 0.1], [0.0, 0.0, 0.0], [0.0, -0.1, 0.0], [0.0, 0.1, 0.0], [0.0, 0.0, -0.1], [0.0, 0.0, -0.1], [0.0, 0.2, -0.3], [-0.2, -0.1, 0.3], [0.1, 0.1, 0.0], [0.0, 0.1, -0.1], [0.1, -0.1, -0.1], [0.1, -0.1, 0.1], [-0.2, 0.2, 0.0], [0.1, 0.0, -0.1], [-0.1, -0.1, -0.1], [0.1, -0.1, 0.1], [-0.2, 0.0, -0.1], [0.1, 0.0, 0.1], [0.1, 0.0, 0.0], [0.0, 0.2, 0.1], [-0.1, 0.0, -0.1], [0.1, 0.1, 0.1], [-0.1, 0.2, 0.0], [0.0, 0.1, 0.1], [0.0, -0.1, 0.0], [0.0, -0.1, 0.0], [0.0, 0.1, 0.1], [0.0, 0.1, 0.1], [0.0, 0.0, -0.1], [0.0, 0.1, -0.1], [0.0, -0.1, -0.1], [0.0, -0.1, 0.0], [0.1, 0.0, 0.1], [0.0, -0.1, 0.1], [-0.1, 0.1, -0.1], [0.0, 0.2, 0.0], [-0.1, 0.1, 0.1]]
}


Record 3
{
  "formula": "C3H5N3S2",
  "method": "wB97M-V/def2-TZVPD",
  "de_lowest_kcal_mol": 32.7,
  "energy_ev": -29331.2901,
  "lumo_ev": 0.23,
  "homo_ev": -8.23,
  "largest_force_ha_per_bohr": 0.030,
  "orbital_gap_ev": 8.458,
  "smiles": "[H]/N=C(/NC=S)SN=C",
  "elements": ["C", "C", "C", "H", "H", "H", "H", "H", "N", "N", "N", "S", "S"],
  "xyz": [[-3.284256, -0.531402, -0.002491], [0.546600, -0.077355, -0.005581], [2.914468, 0.739008, -0.002569], [-3.819238, -1.459803, 0.023819], [-3.828744, 0.405112, 0.015202], [-0.178102, -1.760737, -0.008574], [1.240826, 1.875385, -0.015961], [3.394868, 1.718925, 0.005391], [-2.007236, -0.658624, -0.005573], [0.734247, -1.304034, -0.002541], [1.548004, 0.901477, 0.002664], [-1.073371, 0.757448, -0.002793], [3.811934, -0.605405, -0.000995]],
  "atomic_forces_ev_per_a": [[1.5, -0.3, 0.1], [-0.1, 1.0, 0.0], [-0.2, 0.0, 0.1], [-0.5, -0.3, -0.1], [0.0, 0.2, 0.0], [0.1, -0.2, 0.0], [0.1, -0.6, 0.0], [0.0, 0.0, 0.0], [-1.0, 0.7, 0.0], [0.0, -0.5, 0.0], [0.1, 0.3, -0.1], [0.1, -0.3, 0.0], [-0.1, 0.1, 0.0]]
}


Record 4
{
  "formula": "C10H18N2S",
  "method": "wB97M-V/def2-TZVPD",
  "de_lowest_kcal_mol": 103.1,
  "energy_ev": -24473.7090,
  "lumo_ev": 0.75,
  "homo_ev": -8.25,
  "largest_force_ha_per_bohr": 0.103,
  "orbital_gap_ev": 8.993,
  "smiles": "CNN(c1ccc(C)s1)C(C)(C)C",
  "elements": ["C", "C", "C", "C", "C", "C", "C", "C", "C", "C", "N", "N", "S", "H", "H", "H", "H", "H", "H", "H", "H", "H", "H", "H", "H", "H", "H", "H", "H", "H", "H"],
  "xyz": [[2.318086, -0.984515, -2.101115], [0.995715, -1.239808, -1.628739], [2.886091, 0.183163, -1.549327], [0.618650, -0.302485, -0.742750], [4.312948, 0.595310, -1.835656], [-0.275885, -1.207647, 1.743584], [-0.646922, 1.302083, 1.853567], [-2.609880, -0.268549, 1.544417], [-2.273157, 0.496495, -2.091747], [-1.101530, -0.053140, 1.242392], [-1.642860, 0.897097, -0.808986], [-1.031280, -0.106275, -0.180840], [1.910236, 0.784404, -0.336897], [2.923187, -1.692959, -2.634127], [0.378183, -2.082573, -2.014859], [5.091829, -0.191634, -1.554646], [4.450757, 0.786567, -2.877042], [4.473112, 1.651508, -1.354017], [-0.313042, -1.916882, 0.830926], [0.739019, -0.946989, 2.050682], [-0.679114, -1.852091, 2.535701], [-0.866326, 1.406979, 2.919429], [-1.233641, 2.022257, 1.392298], [0.423324, 1.540904, 1.716419], [-2.883442, -0.423199, 2.620764], [-2.985465, 0.748836, 1.304795], [-3.002453, -1.139063, 1.017346], [-1.614489, -0.052070, -2.650457], [-3.110365, 0.002668, -1.806240], [-2.729079, 1.299027, -2.740652], [-1.137713, 1.771446, -0.751438]],
  "atomic_forces_ev_per_a": [[0.5, 1.5, 1.2], [0.1, -0.8, -1.1], [0.9, -3.2, -1.6], [-3.6, 0.8, 2.0], [0.4, 1.4, 1.8], [0.1, -2.4, -1.2], [0.8, -1.3, 0.6], [0.2, 1.2, 1.3], [0.3, 3.6, 0.9], [-0.3, -0.1, 2.5], [-1.1, 1.9, -1.2], [4.5, -1.8, -2.1], [-1.4, 0.8, 0.1], [0.0, 0.0, -0.6], [0.4, 0.9, 0.6], [-1.1, 1.3, 0.1], [-0.1, 0.0, -0.9], [0.2, -2.1, -0.5], [0.8, 0.8, 1.6], [0.0, -0.1, -0.4], [-0.4, 0.7, 0.1], [0.0, -0.4, 0.0], [-0.9, 1.8, -0.9], [-0.5, -0.3, 0.0], [0.8, 0.1, -0.7], [-0.9, -1.1, -0.4], [-0.1, 0.5, -0.4], [1.5, -1.6, -1.6], [-2.4, -2.3, 0.7], [1.1, -0.1, 1.0], [-0.1, 0.1, -0.6]]
}